C41H67F24O28P3 | ωB97M-V/def2-TZVPD

Summary:
energy above the lowest of the compared OMol25 structures with the same formula, charge and spin = 71.09 kJ/mol
HOMO level = -10.51 eV
total charge = 0
SMILES = CCOC(=O)C(F)(F)F.CCOC(=O)C(F)(F)F.CCOC(=O)C(F)(F)F.CCOC(=O)C(F)(F)F.CCOC(=O)C(F)(F)F.CCOC(=O)C(F)(F)F.CCOC(=O)C(F)(F)F.CCOC(=O)C(F)(F)F.COP(=O)(OC)OC.COP(=O)(OC)OC.COP(=O)(OC)OC
HOMO-LUMO gap = 10.82 eV

CARTESIAN COORDINATES (ANGSTROEM)
P 13.692 19.828 24.825
P 11.108 14.989 20.104
P 17.350 15.829 13.335
F 17.326 16.573 26.583
F 11.572 20.165 17.410
F 19.430 14.247 19.034
F 13.887 10.495 18.717
F 18.467 19.205 18.869
F 15.433 9.852 17.469
F 14.074 11.427 16.827
F 19.122 17.046 27.591
F 11.431 11.276 22.362
F 13.592 11.437 22.363
F 12.490 10.862 24.157
F 21.529 14.788 19.110
F 24.217 18.598 21.333
F 21.079 20.383 18.011
F 22.865 16.883 21.092
F 18.209 18.441 26.178
F 16.819 20.151 19.996
F 21.269 22.338 17.182
F 18.209 18.801 21.119
F 12.783 21.652 16.422
F 20.036 16.234 19.647
F 13.680 20.429 17.992
F 22.760 18.589 19.746
F 20.324 22.113 19.035
O 16.705 12.296 17.904
O 15.150 12.468 19.560
O 12.311 20.419 24.470
O 18.846 15.580 12.787
O 11.902 15.551 21.346
O 14.959 20.656 24.318
O 13.537 13.580 23.978
O 14.013 20.033 15.008
O 12.264 14.706 19.020
O 16.348 15.318 12.398
O 18.654 16.162 24.282
O 11.315 13.779 23.680
O 20.636 16.550 25.349
O 10.136 15.887 19.476
O 19.042 16.110 17.169
O 12.893 18.303 15.927
O 17.188 17.333 13.773
O 18.238 22.109 17.527
O 13.792 18.480 24.231
O 17.407 15.130 14.757
O 21.049 15.235 16.558
O 15.741 18.080 18.855
O 22.427 20.156 22.161
O 19.216 20.680 16.009
O 10.610 13.599 20.692
O 17.044 16.682 20.060
O 13.769 20.104 26.398
O 21.140 18.345 22.601
C 18.545 17.128 26.414
C 13.443 18.774 12.990
C 16.444 23.538 16.881
C 22.051 18.884 22.060
C 12.472 11.674 23.076
C 13.167 19.441 15.857
C 17.578 19.047 19.886
C 12.313 16.964 21.329
C 15.437 20.395 22.979
C 15.670 11.956 18.462
C 17.520 13.698 14.916
C 11.727 14.210 17.752
C 19.407 15.921 22.964
C 20.817 15.751 15.159
C 12.219 21.861 24.490
C 12.352 13.180 23.604
C 18.015 18.004 14.722
C 9.137 13.423 20.838
C 14.857 19.772 27.315
C 20.464 21.572 17.859
C 15.760 13.658 20.074
C 20.355 21.341 22.328
C 15.389 13.944 21.529
C 22.972 18.235 21.056
C 16.775 17.733 19.599
C 21.611 20.967 23.013
C 13.654 14.923 24.422
C 14.889 16.950 18.432
C 14.904 15.039 25.334
C 14.519 19.086 14.040
C 19.199 21.405 16.999
C 20.353 15.223 18.790
C 14.737 10.946 17.841
C 19.284 16.039 11.465
C 22.207 16.065 14.540
C 19.410 16.593 25.290
C 17.003 22.109 16.804
C 20.054 15.625 17.382
C 15.569 16.243 17.256
C 19.271 14.403 22.713
C 12.790 20.416 16.944
H 12.768 15.149 24.988
H 22.966 15.324 14.731
H 15.508 13.112 22.240
H 19.967 22.224 22.797
H 8.592 14.264 20.451
H 12.515 14.334 16.974
H 13.659 15.603 23.591
H 12.778 22.286 23.658
H 11.401 17.620 21.404
H 15.056 14.131 25.890
H 22.017 16.054 13.468
H 12.615 18.247 13.426
H 22.548 17.036 14.765
H 16.793 13.163 14.304
H 16.831 13.539 20.056
H 14.398 14.416 21.521
H 17.435 13.534 15.958
H 21.528 20.584 23.977
H 13.093 19.644 12.425
H 15.544 23.544 16.266
H 14.859 18.206 14.514
H 16.364 19.859 23.119
H 20.210 15.029 14.565
H 9.009 13.179 21.867
H 18.518 15.828 10.730
H 14.901 18.677 27.433
H 11.511 13.118 17.783
H 15.361 19.712 13.627
H 15.520 14.433 19.351
H 13.947 17.358 18.105
H 19.511 17.070 11.504
H 17.327 18.850 15.136
H 19.380 14.254 21.639
H 18.360 13.934 23.168
H 8.806 12.589 20.221
H 12.915 17.135 22.227
H 18.930 18.430 14.233
H 10.811 14.797 17.552
H 20.460 21.600 21.285
H 14.421 20.227 28.162
H 20.240 16.656 15.231
H 17.155 24.215 16.395
H 14.797 15.880 26.040
H 16.683 16.187 17.360
H 11.157 22.165 24.426
H 22.192 21.887 23.179
H 15.431 16.732 16.271
H 20.116 15.413 11.172
H 16.194 23.827 17.893
H 20.398 16.298 23.090
H 12.597 22.251 25.481
H 18.248 17.351 15.599
H 15.849 15.232 24.853
H 18.495 13.434 14.588
H 12.848 17.094 20.405
H 18.856 16.465 22.191
H 15.252 15.174 17.131
H 14.729 16.350 19.371
H 14.824 19.868 22.244
H 20.116 13.918 23.300
H 13.775 18.137 12.144
H 19.537 20.622 22.522
H 15.772 20.209 26.972
H 15.663 21.383 22.585
H 16.295 21.433 17.218
H 16.029 14.695 21.970
H 17.170 21.806 15.794